{"formula": "C33H39BrF43N2NbO6PS", "method": "ωB97M-V/def2-TZVPD", "species": ["C", "C", "C", "Br", "Nb", "N", "C", "C", "O", "N", "C", "C", "P", "S", "C", "F", "F", "F", "H", "H", "H", "H", "H", "H", "H", "H", "H", "H", "H", "H", "H", "H", "H", "H", "H", "H", "H", "C", "C", "C", "F", "F", "F", "F", "O", "C", "C", "F", "F", "F", "F", "H", "H", "H", "H", "C", "C", "C", "F", "F", "F", "F", "O", "C", "C", "F", "F", "F", "F", "H", "H", "H", "H", "C", "C", "C", "F", "F", "F", "F", "O", "C", "C", "F", "F", "F", "F", "H", "H", "H", "H", "C", "C", "C", "F", "F", "F", "F", "O", "C", "C", "F", "F", "F", "F", "H", "H", "H", "H", "C", "C", "C", "F", "F", "F", "F", "O", "C", "C", "F", "F", "F", "F", "H", "H", "H", "H"], "xyz": [[3.5795, 1.9919, 2.9256], [2.3822, 1.8783, 3.9618], [0.9351, 2.1849, 3.3645], [0.9501, 4.0636, 2.6954], [0.1232, 0.6498, 1.8935], [1.3941, -0.8851, 2.6646], [-1.4143, 2.0942, 1.0201], [-2.7036, 2.2816, 1.9063], [-2.8818, 3.2000, 2.7202], [-3.7835, 1.2894, 1.6893], [-5.0651, 1.9557, 1.3347], [-3.9902, 0.4427, 2.9070], [1.7400, 1.2997, 0.0149], [3.0712, -0.0798, -0.4128], [-0.7779, -0.9609, 0.4658], [-0.2886, -2.2514, 0.8260], [-0.3978, -0.7948, -0.8889], [-2.1862, -1.0734, 0.5766], [4.5533, 2.1960, 3.4859], [3.4726, 2.8185, 2.1684], [3.7334, 1.0134, 2.3856], [2.4657, 0.8658, 4.4632], [2.5740, 2.6465, 4.7846], [0.2188, 2.1799, 4.2572], [-1.1348, 0.1305, 3.1334], [1.3899, -0.9267, 3.6884], [2.3464, -0.8484, 2.2806], [-1.7809, 1.6233, 0.0433], [-1.0064, 3.1094, 0.7414], [-5.7080, 1.1725, 0.8173], [-4.8378, 2.7929, 0.6158], [-5.5546, 2.3295, 2.2958], [-5.0842, 0.1747, 2.9365], [-3.3042, -0.4582, 2.8570], [-3.6587, 1.0384, 3.8178], [0.9617, 1.5026, -1.1910], [2.3090, 2.5961, 0.2955], [-9.5471, 4.8865, 1.3824], [-8.6187, 3.8682, 0.6807], [-7.3505, 4.4285, 0.0305], [-7.6076, 5.3187, -0.9447], [-6.6434, 3.4270, -0.5489], [-9.3471, 3.1544, -0.2093], [-8.2228, 2.9815, 1.6371], [-10.6933, 5.3647, 0.6563], [-10.5288, 6.4457, -0.2298], [-10.7838, 6.0565, -1.6904], [-9.9766, 5.0580, -2.0942], [-10.5497, 7.1083, -2.5111], [-9.3271, 7.0134, -0.0373], [-11.4402, 7.3731, 0.1411], [-9.9866, 4.3482, 2.2262], [-8.9899, 5.7070, 1.8388], [-6.7039, 4.9033, 0.7723], [-11.8172, 5.7292, -1.8278], [1.8752, -4.3723, -0.6631], [3.3774, -4.2445, -1.0073], [3.7697, -4.5790, -2.4486], [3.4854, -5.8491, -2.7955], [5.1130, -4.4355, -2.6118], [4.0985, -4.9813, -0.1192], [3.7175, -2.9511, -0.7841], [1.4366, -5.5819, -0.0153], [1.1391, -6.7005, -0.8097], [2.0917, -7.8735, -0.5560], [3.3778, -7.5355, -0.7722], [1.8103, -8.9054, -1.3916], [1.0823, -6.3388, -2.1045], [-0.1156, -7.0721, -0.4734], [1.6766, -3.5964, 0.0822], [1.2343, -4.1123, -1.5075], [3.2765, -3.9078, -3.1545], [2.0057, -8.2248, 0.4748], [-0.7779, 10.1109, 1.0109], [0.2759, 8.9803, 1.0613], [-0.2303, 7.5852, 1.4375], [-0.7771, 7.5374, 2.6621], [0.8005, 6.7047, 1.4485], [1.2899, 9.3651, 1.8703], [0.8098, 8.8910, -0.1923], [-0.8952, 10.9736, 2.1554], [-1.7006, 10.5597, 3.2336], [-0.8948, 10.3202, 4.5155], [0.0718, 9.4014, 4.3384], [-1.6983, 9.8615, 5.5036], [-2.4388, 9.4998, 2.8688], [-2.5785, 11.5657, 3.4499], [-0.4457, 10.7851, 0.2169], [-1.7535, 9.7515, 0.6774], [-0.9658, 7.2245, 0.7146], [-0.4208, 11.2457, 4.8519], [8.5324, -5.0789, 0.4253], [7.5380, -5.6575, 1.4581], [6.3007, -4.8112, 1.7663], [6.6041, -3.6066, 2.2823], [5.5242, -5.4343, 2.6926], [8.2156, -5.9640, 2.5912], [7.0977, -6.8467, 0.9514], [9.6977, -4.3969, 0.9215], [9.5885, -3.0355, 1.2642], [9.8052, -2.7841, 2.7608], [8.9363, -3.4780, 3.5200], [9.6260, -1.4750, 3.0546], [8.4261, -2.5445, 0.8103], [10.5574, -2.3976, 0.5690], [8.9475, -5.9444, -0.0980], [8.0295, -4.5011, -0.3529], [5.6941, -4.6631, 0.8737], [10.8161, -3.0735, 3.0582], [-1.0182, -6.3839, -6.8475], [0.0758, -5.9199, -7.8374], [0.5302, -6.9380, -8.8870], [1.0669, -8.0460, -8.3514], [1.4935, -6.3950, -9.6761], [1.1281, -5.4451, -7.1343], [-0.4382, -4.8496, -8.5120], [-0.6025, -6.8364, -5.5494], [-0.1958, -8.1765, -5.3992], [1.2839, -8.3046, -5.0223], [2.0880, -7.7198, -5.9329], [1.6505, -9.6071, -4.9553], [-0.5240, -8.8764, -6.5007], [-0.9483, -8.6846, -4.4000], [-1.6115, -5.4923, -6.6284], [-1.7237, -7.0787, -7.3080], [-0.3000, -7.2322, -9.5332], [1.4785, -7.8377, -4.0540]], "forces_ev_per_angstrom": [[0.488, -0.332, 0.445], [0.636, 1.087, 0.176], [0.558, -0.462, 0.964], [-0.049, -0.541, 0.429], [1.153, -2.150, 2.839], [-1.038, 2.648, -0.252], [-2.056, 0.464, -0.398], [0.277, 1.091, 0.307], [0.632, -1.691, -1.648], [0.144, 0.067, 0.290], [0.490, -0.156, 0.207], [0.865, 0.138, 0.033], [-0.303, 0.972, -1.666], [0.599, -0.434, 0.168], [-0.106, -0.745, 0.086], [-0.976, 1.351, -1.017], [-1.257, -0.696, 1.323], [2.026, -0.181, -1.004], [-1.257, -0.273, -0.639], [-0.103, -0.839, 0.892], [-0.234, 1.058, 0.351], [-0.487, 1.075, -0.656], [-0.241, -0.881, -0.940], [0.717, 0.162, -1.210], [-0.116, 0.086, -0.472], [0.143, -0.381, -0.455], [-0.337, -0.380, 0.120], [0.465, 0.345, 1.261], [-0.234, -0.969, 0.650], [0.606, 1.128, 0.693], [-0.391, -0.903, 0.882], [0.232, -0.117, -1.345], [1.251, 0.048, 0.216], [-1.106, 0.893, 0.000], [-0.820, -0.705, -0.766], [0.400, 0.427, 0.685], [-0.375, -0.439, -0.380], [-0.448, 0.127, 0.597], [-0.872, -0.102, -0.166], [0.904, -0.283, -0.116], [-0.334, 0.146, -0.018], [-0.481, -0.023, 0.047], [0.168, 0.138, -0.143], [0.246, 0.344, 0.020], [0.798, 0.282, -1.059], [0.210, -0.470, 1.786], [-0.246, -0.247, -0.639], [0.047, 0.008, 0.274], [-0.031, 0.201, 0.314], [0.011, 0.122, -0.463], [-0.179, -0.094, -0.424], [0.001, -0.098, -0.256], [0.125, -0.017, -0.317], [-0.107, -0.018, 0.180], [-0.035, 0.097, 0.213], [-0.535, 0.417, 0.520], [-0.645, -0.139, 0.617], [0.521, 0.318, -0.485], [-0.116, -0.157, 0.155], [0.016, 0.126, 0.259], [-0.127, -0.285, -0.398], [0.042, -0.313, -0.449], [0.707, -0.905, -1.048], [-0.542, 1.977, 0.612], [0.356, -0.468, 0.331], [-0.122, 0.203, -0.045], [-0.292, 0.150, -0.118], [0.108, -0.504, -0.289], [0.250, -0.466, 0.078], [0.147, -0.122, -0.027], [0.207, -0.163, -0.086], [-0.114, 0.103, 0.141], [-0.193, 0.127, -0.010], [-0.222, 0.629, -0.366], [0.230, 0.734, 0.474], [0.150, -0.986, -0.113], [-0.075, 0.376, 0.112], [0.145, 0.505, -0.312], [-0.114, -0.189, 0.080], [-0.348, -0.213, -0.046], [-0.063, -1.072, 0.771], [-0.087, 0.306, -1.780], [0.462, -0.021, 0.590], [-0.090, 0.065, -0.272], [-0.286, 0.152, -0.215], [0.016, -0.138, 0.442], [0.225, 0.050, 0.397], [0.163, -0.079, 0.202], [0.088, -0.228, 0.253], [-0.039, 0.147, -0.119], [-0.147, 0.110, -0.154], [0.440, -0.152, -0.605], [0.816, 0.058, 0.307], [-0.805, 0.015, 0.033], [0.366, 0.065, 0.043], [0.223, -0.316, -0.087], [-0.136, 0.118, 0.062], [-0.227, 0.265, -0.164], [-0.762, 0.693, 0.825], [-0.326, -1.097, -1.456], [0.211, 0.062, 0.674], [-0.029, -0.121, -0.240], [0.059, 0.037, -0.362], [0.031, 0.282, 0.385], [0.207, 0.071, 0.432], [-0.006, 0.020, 0.268], [-0.144, 0.126, 0.298], [0.353, -0.057, 0.046], [0.045, -0.008, -0.228], [-0.614, 0.166, 0.473], [0.166, 0.194, 1.016], [0.274, -0.008, -0.759], [-0.068, -0.030, 0.290], [-0.152, 0.282, 0.103], [0.068, -0.215, -0.189], [-0.149, -0.336, -0.277], [0.872, -0.750, -0.696], [-1.375, 0.953, -0.339], [0.743, 0.071, 0.481], [-0.258, 0.091, -0.155], [-0.407, -0.066, -0.040], [0.342, -0.288, 0.012], [0.424, -0.006, 0.133], [0.277, 0.005, 0.013], [0.300, -0.128, -0.092], [-0.156, 0.084, 0.079], [-0.247, -0.004, 0.013]], "homo_ev": -5.1803, "gap_ev": 5.98, "lumo_ev": 0.7978, "total_charge": -1}